(1)
{
  "formula": "C29H34N4O2",
  "method": "the ωB97M-V functional and the def2-TZVPD basis",
  "e_homo_ev": -8.16,
  "multiplicity": 1,
  "smiles": "Cc1nn(Cc2cccc(Oc3ccccc3)c2)c(C)c1NC(=O)N[C@]12C[C@H]3C[C@H](C[C@H](C3)C1)C2",
  "total_energy_ev": -40682.360,
  "e_above_lowest_kj_mol": 23.6,
  "gap_ev": 8.74,
  "elements": ["O", "O", "N", "N", "N", "N", "C", "C", "C", "C", "C", "C", "C", "C", "C", "C", "C", "C", "C", "C", "C", "C", "C", "C", "C", "C", "C", "C", "C", "C", "C", "C", "C", "C", "C", "H", "H", "H", "H", "H", "H", "H", "H", "H", "H", "H", "H", "H", "H", "H", "H", "H", "H", "H", "H", "H", "H", "H", "H", "H", "H", "H", "H", "H", "H", "H", "H", "H", "H"],
  "xyz": [[2.941, 0.735, 0.761], [-5.835, -1.825, 0.633], [-1.392, 2.028, -0.302], [-0.675, 2.947, 0.347], [1.865, 0.958, -1.237], [3.880, -0.112, -1.140], [0.598, 2.687, 0.104], [-1.152, 0.013, -1.755], [8.095, -0.392, -0.558], [5.921, 0.709, -0.017], [-0.605, 1.140, -0.956], [-3.291, 0.829, 0.649], [-6.928, -1.313, -0.016], [4.941, -1.517, 0.561], [-2.615, 0.496, 1.817], [-4.805, -1.006, 1.013], [-3.023, -0.594, 2.565], [-7.591, -2.161, -0.897], [1.694, 3.523, 0.653], [5.165, -0.506, -0.568], [-9.232, -0.457, -1.305], [7.118, -2.614, 0.020], [6.289, -1.960, 1.125], [7.035, -0.745, 1.675], [7.345, -1.606, -1.105], [-8.577, 0.381, -0.419], [-4.381, 0.074, 0.246], [7.267, 0.260, 0.548], [0.698, 1.546, -0.723], [-8.739, -1.731, -1.535], [2.907, 0.542, -0.436], [5.997, -1.160, -1.672], [-7.430, -0.039, 0.230], [-4.114, -1.346, 2.171], [-2.822, 2.002, -0.179], [-3.282, 1.972, -1.173], [9.065, -0.704, -0.163], [7.934, -2.072, -1.903], [-1.766, 1.086, 2.127], [6.122, -2.682, 1.931], [-7.196, -3.151, -1.063], [6.157, -0.447, -2.486], [8.277, 0.327, -1.361], [6.448, -0.280, 2.468], [2.351, 2.903, 1.260], [7.802, 1.132, 0.939], [5.318, 1.175, 0.762], [-1.704, 0.379, -2.623], [7.993, -1.056, 2.099], [-2.489, -0.858, 3.465], [-4.444, -2.199, 2.742], [-0.343, -0.625, -2.101], [1.775, 0.539, -2.151], [8.079, -2.945, 0.420], [5.459, -2.022, -2.075], [4.391, -2.377, 0.171], [-3.100, 2.939, 0.311], [-8.962, 1.371, -0.224], [-6.930, 0.610, 0.934], [6.596, -3.493, -0.367], [-9.249, -2.394, -2.219], [3.851, -0.052, -2.145], [4.336, -1.051, 1.337], [1.273, 4.321, 1.258], [-4.901, 0.317, -0.671], [-1.831, -0.588, -1.151], [-10.126, -0.122, -1.808], [6.071, 1.440, -0.817], [2.284, 3.952, -0.156]],
  "mulliken_charge": [-0.67, -0.49, 1.04, -1.25, -0.32, -0.30, 0.55, -1.62, -1.45, -1.54, 0.05, 0.43, 0.44, -1.45, -0.42, 0.30, -0.80, -0.59, -1.23, 1.21, -0.51, -1.43, 0.47, -1.32, 0.44, -0.62, 0.10, 0.45, 0.81, -0.45, 0.46, -1.79, -0.12, -0.78, -1.26, 0.41, 0.49, 0.22, 0.53, 0.23, 0.40, 0.61, 0.47, 0.50, 0.24, 0.26, 0.51, 0.29, 0.47, 0.41, 0.47, 0.38, 0.31, 0.49, 0.50, 0.43, 0.34, 0.36, 0.48, 0.48, 0.38, 0.38, 0.48, 0.36, 0.47, 0.24, 0.38, 0.40, 0.28]
}

---

(2)
{
  "formula": "C3H6N4O2",
  "method": "the ωB97M-V functional and the def2-TZVPD basis",
  "e_homo_ev": -9.43,
  "multiplicity": 1,
  "smiles": "N#CCN=C(NO)NO",
  "total_energy_ev": -13258.109,
  "e_above_lowest_kj_mol": 594.4,
  "gap_ev": 10.05,
  "elements": ["O", "O", "N", "N", "N", "N", "C", "C", "C", "H", "H", "H", "H", "H", "H"],
  "xyz": [[1.151, -1.523, 1.109], [0.133, -0.241, -2.777], [-0.248, -1.292, 0.684], [1.053, 1.272, 2.473], [-0.523, 0.748, -0.719], [0.142, -1.067, -1.665], [-0.080, -0.473, -0.560], [0.106, 1.261, 1.696], [-0.722, 1.560, 0.524], [0.946, -1.770, -1.618], [-0.424, -2.218, 0.214], [-0.710, 2.615, 0.467], [-1.759, 1.318, 0.786], [1.145, -0.875, 1.759], [-0.209, 0.686, -2.373]],
  "mulliken_charge": [-0.40, -0.47, -0.40, -0.56, -0.59, -0.05, 0.36, 0.45, -0.45, 0.30, 0.35, 0.42, 0.25, 0.31, 0.50]
}

---

(3)
{
  "formula": "C3H4INO",
  "method": "the ωB97M-V functional and the def2-TZVPD basis",
  "e_homo_ev": -9.65,
  "multiplicity": 1,
  "smiles": "C/C=N/C(=O)I",
  "total_energy_ev": -14812.407,
  "e_above_lowest_kj_mol": 97.1,
  "gap_ev": 8.70,
  "elements": ["I", "O", "N", "C", "C", "C", "H", "H", "H", "H"],
  "xyz": [[0.036, 1.739, 2.744], [-1.749, 2.633, 0.373], [-0.668, 0.599, 0.013], [-0.913, 1.682, 0.691], [0.386, -1.397, -0.814], [0.396, -0.048, -0.190], [1.349, 0.312, -0.031], [0.663, -2.220, -0.123], [-0.542, -1.714, -0.982], [1.041, -1.586, -1.682]],
  "mulliken_charge": [-0.03, -0.50, -0.35, 0.40, -1.22, 0.19, 0.48, 0.31, 0.40, 0.30]
}

---

(4)
{
  "formula": "C26H28IrN2O3P",
  "method": "the ωB97M-V functional and the def2-TZVPD basis",
  "e_homo_ev": [-16.33, -16.33],
  "multiplicity": 2,
  "total_charge": 3,
  "total_energy_ev": -48634.059,
  "s2": 0.824,
  "gap_ev": [4.96, 2.54],
  "elements": ["Ir", "P", "O", "O", "O", "N", "N", "C", "C", "C", "C", "C", "C", "C", "C", "C", "C", "C", "C", "C", "C", "C", "C", "C", "C", "C", "C", "C", "C", "C", "C", "C", "C", "H", "H", "H", "H", "H", "H", "H", "H", "H", "H", "H", "H", "H", "H", "H", "H", "H", "H", "H", "H", "H", "H", "H", "H", "H", "H", "H", "H"],
  "xyz": [[-0.793, 1.037, -0.560], [0.136, -1.251, -0.983], [-4.068, 2.827, -2.908], [-2.567, 1.409, -1.943], [0.150, -0.434, 3.423], [-0.663, 3.389, -1.646], [-0.517, 0.526, 1.550], [0.058, 0.932, 3.789], [-0.126, -2.410, 0.381], [3.924, 1.260, -0.239], [-0.234, -3.590, -4.314], [3.696, 0.155, 0.580], [-0.409, -2.934, 2.726], [2.119, -3.384, -3.857], [-3.129, 2.358, -2.419], [2.548, -0.606, 0.431], [0.534, -2.254, -2.457], [-1.800, 3.822, -2.342], [1.085, -3.863, -4.653], [-0.167, -3.777, 0.106], [-0.216, -0.589, 2.178], [-0.298, -4.712, 1.124], [3.005, 1.608, -1.220], [-0.472, 1.617, 2.519], [1.873, 0.829, -1.410], [1.860, -2.546, -2.780], [-1.717, 3.389, 3.791], [-0.512, -2.763, -3.235], [-0.423, -4.289, 2.438], [-2.417, 2.861, 1.451], [1.648, -0.301, -0.589], [-0.261, -1.973, 1.717], [-1.866, 2.288, 2.747], [1.042, 1.285, 4.112], [0.204, 2.391, 2.142], [-0.986, 4.135, 3.486], [-2.321, 2.129, 0.622], [-1.704, 3.945, -3.414], [3.192, 2.455, -1.864], [0.158, 3.327, -2.243], [-3.480, 3.062, 1.559], [3.137, -3.686, -4.061], [-0.625, 1.004, 4.641], [-0.470, 3.958, -0.826], [-2.669, 3.900, 3.915], [-2.429, 4.550, -1.846], [-1.043, -4.001, -4.900], [-0.297, -5.766, 0.889], [-2.544, 1.512, 3.116], [-0.541, -5.005, 3.238], [2.676, -2.164, -2.185], [-1.920, 3.795, 1.198], [4.429, -0.137, 1.317], [1.304, -4.442, -5.540], [-0.069, -4.127, -0.911], [2.381, -1.464, 1.065], [-1.535, -2.498, -3.004], [4.828, 1.836, -0.122], [1.247, 0.983, -2.290], [-0.527, -2.608, 3.748], [-1.419, 3.002, 4.760]],
  "mulliken_spin": [-0.01, 0.08, 0.00, 0.00, 0.00, 0.00, 0.01, 0.00, -0.02, 0.00, 0.24, 0.00, 0.00, 0.21, 0.00, 0.00, 0.02, 0.00, -0.01, 0.00, -0.01, 0.00, -0.01, 0.00, 0.02, 0.18, 0.00, 0.23, 0.00, 0.00, 0.00, 0.00, 0.00, 0.00, 0.00, 0.00, 0.00, 0.00, 0.00, 0.00, 0.00, 0.00, 0.00, 0.00, 0.00, 0.00, 0.00, 0.00, 0.00, 0.00, 0.05, 0.00, 0.00, 0.01, 0.02, 0.00, 0.01, 0.00, 0.00, 0.00, 0.00]
}

---

(5)
{
  "formula": "C4H7CoO",
  "method": "the ωB97M-V functional and the def2-TZVPD basis",
  "e_homo_ev": [-21.92, -27.40],
  "multiplicity": 6,
  "total_charge": 3,
  "total_energy_ev": -43888.549,
  "s2": 8.760,
  "e_above_lowest_kj_mol": 284.1,
  "gap_ev": [5.32, 7.41],
  "elements": ["Co", "O", "C", "C", "C", "C", "H", "H", "H", "H", "H", "H", "H"],
  "xyz": [[0.617, -1.967, -2.781], [-0.260, -0.578, -2.105], [-0.695, -0.760, 1.096], [0.148, 0.719, 0.020], [0.316, 0.263, 1.449], [-0.127, 0.449, -1.385], [-1.721, -0.648, 1.445], [-0.043, 1.008, 2.169], [-0.351, -1.785, 0.955], [-0.477, 1.365, -1.931], [1.320, -0.141, 1.655], [1.228, 0.257, -0.668], [0.044, 1.818, 0.083]],
  "mulliken_spin": [4.36, 0.37, 0.01, 0.03, 0.01, 0.11, 0.00, 0.00, 0.00, 0.07, 0.01, 0.04, -0.01]
}